Entry 1:
{
  "formula": "CH3IO2P",
  "method": "ωB97M-V with the def2-TZVPD basis set",
  "elements": ["I", "P", "O", "O", "C", "H", "H", "H"],
  "xyz": [[-2.389, -0.908, 0.376], [-0.641, 0.544, -0.392], [-0.613, 0.760, -1.838], [-0.285, 2.162, 1.067], [0.778, -0.500, 0.165], [0.508, -0.986, 1.032], [1.670, 0.144, 0.265], [0.972, -1.216, -0.675]],
  "mulliken_charge": [-0.19, 0.64, -0.60, -0.81, -0.96, 0.35, 0.26, 0.30],
  "total_charge": -1,
  "de_lowest_kcal_mol": 101.2
}

Entry 2:
{
  "formula": "C8H15N2O3",
  "method": "ωB97M-V with the def2-TZVPD basis set",
  "elements": ["O", "O", "O", "N", "N", "C", "C", "C", "C", "C", "C", "C", "C", "H", "H", "H", "H", "H", "H", "H", "H", "H", "H", "H", "H", "H", "H", "H"],
  "xyz": [[-3.297, -1.046, -0.176], [1.782, 2.031, -0.899], [0.837, -2.038, 1.293], [-1.505, -0.060, 0.968], [1.057, 0.053, 0.309], [2.458, -0.278, -1.339], [-1.930, -0.817, -0.186], [0.250, 1.998, 1.680], [-1.640, 0.086, -1.384], [1.726, 0.678, -0.753], [0.294, 0.540, 1.322], [1.409, -1.361, 0.308], [2.217, -1.571, -0.714], [-1.493, -1.904, -0.283], [-1.225, -0.294, -2.327], [-1.964, 0.938, 0.935], [1.157, -2.976, 1.239], [1.142, 2.252, 2.054], [-1.709, -0.500, 1.813], [0.455, -0.120, 2.286], [-0.481, 2.377, 2.322], [2.196, 2.275, -1.737], [-3.517, -1.629, -0.858], [-1.060, 0.956, -1.080], [-2.658, 0.547, -1.757], [0.229, 2.389, 0.630], [2.934, -0.139, -2.258], [2.334, -2.387, -1.408]],
  "mulliken_charge": [-0.53, -0.50, -0.45, -0.35, 0.35, -0.76, 0.27, -1.58, -1.05, 0.43, 0.22, 0.24, -0.68, 0.23, 0.33, 0.39, 0.40, 0.47, 0.34, 0.40, 0.40, 0.36, 0.35, 0.18, 0.32, 0.40, 0.44, 0.37],
  "total_charge": 1,
  "de_lowest_kcal_mol": 99.0
}

Entry 3:
{
  "formula": "C5H6N2O",
  "method": "ωB97M-V with the def2-TZVPD basis set",
  "elements": ["O", "N", "N", "C", "C", "C", "C", "C", "H", "H", "H", "H", "H", "H"],
  "xyz": [[-1.007, -0.884, 1.808], [0.100, 0.698, -1.775], [-1.247, 0.651, -1.405], [-1.739, 0.118, -0.310], [1.468, -0.082, 0.437], [0.157, 0.052, 1.224], [1.061, 0.260, -1.096], [-1.003, -0.810, 0.476], [-0.311, 1.140, 1.310], [-0.697, -1.579, -0.163], [-2.981, 0.294, -0.411], [2.006, 0.330, -1.501], [1.967, 0.878, 0.769], [2.226, -1.065, 0.637]],
  "mulliken_charge": [-0.41, -0.36, -0.42, -0.18, -0.32, -0.33, -0.07, 0.01, 0.31, 0.44, 0.32, 0.43, 0.28, 0.29],
  "total_charge": 0,
  "smiles": "C1=NN=C[C@@H]2O[C@H]2C1",
  "de_lowest_kcal_mol": 163.7
}

Entry 4:
{
  "formula": "C34H53CoN4OP2",
  "method": "ωB97M-V with the def2-TZVPD basis set",
  "elements": ["Co", "P", "P", "O", "N", "N", "N", "N", "C", "C", "C", "C", "C", "C", "C", "C", "C", "C", "C", "C", "C", "C", "C", "C", "C", "C", "C", "C", "C", "C", "C", "C", "C", "C", "C", "C", "C", "C", "C", "C", "C", "C", "H", "H", "H", "H", "H", "H", "H", "H", "H", "H", "H", "H", "H", "H", "H", "H", "H", "H", "H", "H", "H", "H", "H", "H", "H", "H", "H", "H", "H", "H", "H", "H", "H", "H", "H", "H", "H", "H", "H", "H", "H", "H", "H", "H", "H", "H", "H", "H", "H", "H", "H", "H", "H"],
  "xyz": [[-0.076, 0.350, -0.026], [-2.299, 0.820, -0.503], [1.685, -1.190, 1.530], [-0.542, 0.917, 2.784], [0.595, 0.301, -1.974], [0.953, 4.531, 1.390], [0.494, 2.380, 0.253], [-1.071, -1.766, 0.567], [-3.093, -3.016, 0.739], [3.202, 0.597, -0.218], [-4.712, 2.338, -0.027], [2.153, -3.711, -5.070], [-0.339, -2.912, 0.804], [1.966, -1.289, -5.016], [1.658, -3.800, -3.761], [-2.786, 0.489, -2.331], [1.264, -2.632, -3.105], [0.630, -2.021, 4.001], [1.422, -1.363, -3.722], [-3.180, 2.424, 0.066], [-0.990, -4.167, 0.729], [-0.277, 0.524, 1.709], [-2.664, 3.614, -0.760], [3.371, -0.661, 0.647], [-2.843, 2.689, 1.541], [0.356, 4.990, 2.656], [1.977, 5.377, 0.771], [0.960, -0.201, -3.007], [2.418, -0.334, 4.147], [-2.506, -0.982, -2.664], [-2.403, -1.807, 0.591], [0.999, -2.814, 1.266], [1.961, -1.575, 3.368], [3.827, -1.795, -0.270], [2.990, -2.730, 3.461], [4.437, -0.309, 1.690], [2.328, -2.462, -5.688], [-3.197, -0.507, 0.406], [-1.979, 1.434, -3.234], [0.647, 3.385, 0.860], [-2.369, -4.212, 0.732], [-4.271, 0.738, -2.629], [1.833, 0.555, 3.874], [-4.518, 1.805, -2.636], [3.772, -2.476, 4.190], [-1.566, 3.627, -0.804], [-4.951, 0.200, -1.957], [-3.072, 3.625, -1.780], [4.779, -1.499, -0.741], [4.000, -2.740, 0.259], [5.363, -0.040, 1.157], [-0.372, -5.060, 0.723], [1.569, -4.770, -3.250], [-4.132, -0.726, -0.129], [3.487, -2.988, 2.513], [2.742, -2.412, -6.701], [2.238, -0.532, 5.213], [2.769, 1.432, 0.344], [-1.437, -1.203, -2.731], [1.581, -3.731, 1.303], [-0.705, 5.252, 2.522], [2.948, 4.861, 0.746], [0.798, -2.714, -2.118], [-4.180, -3.003, 0.799], [4.195, 0.903, -0.583], [-2.890, -5.160, 0.711], [4.670, -1.135, 2.371], [4.135, 0.572, 2.270], [0.435, 4.213, 3.431], [2.579, 0.421, -1.099], [-2.960, -1.219, -3.639], [-2.959, -1.661, -1.932], [2.407, -4.634, -5.612], [-3.136, 1.862, 2.198], [0.801, -2.115, 5.083], [-2.305, 2.474, -3.119], [-3.505, -0.082, 1.376], [-5.097, 2.507, -1.036], [3.104, -1.976, -1.077], [2.063, 6.283, 1.376], [-0.163, -1.279, 3.851], [-0.908, 1.392, -3.033], [-1.781, 2.918, 1.689], [-2.998, 4.543, -0.268], [2.080, -0.325, -5.507], [0.292, -2.988, 3.614], [0.907, 5.880, 2.973], [-5.132, 3.147, 0.588], [2.500, -3.647, 3.818], [-2.139, 1.142, -4.284], [-3.422, 3.570, 1.859], [1.693, 5.645, -0.257], [-4.478, 0.377, -3.648], [-5.114, 1.393, 0.359], [3.485, -0.128, 4.028]],
  "mulliken_charge": [1.28, 0.63, 0.05, -0.50, -0.80, 0.13, -0.76, 1.07, -0.70, -2.07, -1.67, -0.43, 0.70, -0.65, -0.79, 2.17, -0.06, -1.76, 0.26, 2.05, -1.19, 0.18, -1.99, 2.72, -1.55, -0.72, -0.84, 0.82, -1.74, -2.04, -0.10, -1.41, 2.06, -1.74, -1.87, -1.88, -0.59, -1.60, -1.47, 0.18, -0.86, -1.74, 0.06, 0.30, 0.48, 0.30, 0.28, 0.34, 0.49, 0.28, 0.56, 0.56, 0.42, 0.70, 0.36, 0.39, 0.61, 0.36, 0.26, 0.40, 0.27, 0.30, 0.51, 0.55, 0.62, 0.46, 0.35, 0.29, 0.26, 0.12, 0.61, 0.27, 0.38, 0.26, 0.66, 0.28, 0.72, 0.35, 0.29, 0.30, 0.15, 0.04, -0.15, 0.53, 0.49, 0.34, 0.30, 0.51, 0.29, 0.49, 0.72, 0.30, 0.56, 0.23, 0.40],
  "total_charge": 1,
  "s2": 3.84,
  "multiplicity": 4,
  "de_lowest_kcal_mol": 30.3
}

Entry 5:
{
  "formula": "C4H8NOS",
  "method": "ωB97M-V with the def2-TZVPD basis set",
  "elements": ["S", "O", "N", "C", "C", "C", "C", "H", "H", "H", "H", "H", "H", "H", "H"],
  "xyz": [[-2.561, 0.210, 0.795], [1.494, 0.708, -1.490], [0.040, -0.232, -0.075], [-0.894, -0.985, -0.777], [2.019, 0.691, 0.862], [-2.138, -0.928, -0.440], [1.100, 0.436, -0.283], [-0.365, -0.139, 0.853], [-3.822, -0.220, 1.002], [1.468, 1.027, 1.789], [-0.694, -1.668, -1.651], [2.920, 1.316, 0.865], [2.253, -0.250, 1.155], [2.061, 1.435, -1.587], [-2.882, -1.400, -1.017]],
  "mulliken_charge": [-0.24, -0.39, -0.12, -0.20, -1.19, -0.15, 0.69, 0.21, 0.19, 0.36, 0.30, 0.41, 0.39, 0.37, 0.39],
  "total_charge": 1,
  "smiles": "C/C(O)=[NH+]/C=C\\S",
  "de_lowest_kcal_mol": 21.7
}